CH3InNO2 | ωB97M-V/def2-TZVPD

Calculated values
Charge ... +3
Gap between HOMO and LUMO ... 4.88 eV
Relative energy (zero: lowest compared OMol25 entry of this formula, charge and spin) ... 1.296 eV

The geometry in XYZ format:
```
8
CH3InNO2 ωB97M-V/def2-TZVPD
In 8.89 -20.71 1.29
C 11.41 -18.45 2.34
N 10.20 -18.55 3.20
O 10.00 -17.76 4.15
O 9.41 -19.45 2.94
H 11.93 -19.40 2.44
H 11.95 -17.66 2.86
H 11.12 -18.16 1.33
```

Atomic partial charges in e from the Mulliken method, atoms 1 to 6: atom 1 (In): 1.965, atom 2 (C): -0.781, atom 3 (N): 0.872, atom 4 (O): -0.008, atom 5 (O): -0.274, atom 6 (H): 0.449